ORCA calculation (ωB97M-V/def2-TZVPD) on a cluster of 3 separate species, C3H11NO3 in total.

Positions of all 18 atoms, in Å:
C1 0.041201 -1.174888 -1.221049
C2 1.242090 -0.516491 -0.573309
N1 1.499254 0.868998 -0.965324
C3 1.158558 -0.514737 0.932947
O1 0.297829 -1.070108 1.570719
H1 0.142717 -1.173937 -2.305719
H2 -0.883282 -0.647416 -0.957580
H3 -0.080050 -2.200228 -0.886288
H4 2.143316 -1.087301 -0.783277
H5 0.636523 1.388320 -0.943075
H6 1.852451 0.910248 -1.903522
H7 1.930079 0.080550 1.460637
O2 -1.042000 1.769788 -0.755892
H8 -1.577498 1.256883 -0.118250
H9 -1.652057 2.336303 -1.230849
O3 -2.224198 0.090838 1.171592
H10 -2.623301 0.339181 2.010774
H11 -1.434322 -0.417516 1.412006

Cartesian forces (eV/Å) of the 2 atoms listed first:
C -0.43 -0.04 0.08
C -0.04 0.56 0.02

Its SMILES is C[C@@H](N)C=O.O.O. The HOMO-LUMO gap comes out at 10.0 eV. The calculation puts the HOMO energy at -9.25 eV. As for the LUMO energy: 0.749 eV.

***

ORCA calculation (ωB97M-V/def2-TZVPD) on a cluster of 4 separate species, C3H11NO3 in total.

Positions of all 18 atoms, in Å:
C1 -2.037456 0.900536 0.601345
C2 -1.234606 0.211010 1.391095
N1 -0.340751 -0.711064 0.869071
C3 -0.599717 -1.623679 0.051875
H1 -1.884731 0.741444 -0.482491
H2 -2.653490 1.724433 0.740033
H3 -1.180730 0.321098 2.478489
H4 0.265449 -2.130384 -0.340920
H5 -1.693767 -1.851286 -0.142386
O1 2.082496 1.166168 1.135130
H6 2.920488 0.773366 1.384807
H7 1.434890 0.714452 1.662674
O2 -0.364997 -0.821099 -2.138846
H8 0.477901 -0.413592 -1.905921
H9 -0.688291 -0.247739 -2.801182
O3 1.835591 0.118733 -1.158271
H10 2.077566 1.050251 -1.147303
H11 1.584160 0.077351 -0.197192

Cartesian forces (eV/Å) of the 2 atoms listed first:
C 1.06 -0.65 -2.41
C -0.60 -0.43 0.67

Its SMILES is C=CN=C.O.O.O. The HOMO-LUMO gap comes out at 9.6 eV. The calculation puts the HOMO energy at -8.87 eV. As for the LUMO energy: 0.759 eV.

***

ORCA calculation (ωB97M-V/def2-TZVPD) on a structure of composition C3H11NO3.

Positions of all 18 atoms, in Å:
C1 2.063765 0.189377 -0.553666
O1 2.068166 -1.074295 -1.094098
O2 2.048771 0.301743 0.776751
H1 1.059999 0.010743 1.094155
H2 1.366286 -1.597082 -0.663102
H3 2.842468 0.783770 -1.036140
H4 0.903557 0.681534 -0.885219
C2 -0.473740 1.070268 -1.058479
C3 -1.678276 -0.095702 1.417617
N1 -0.390383 -0.431505 0.898368
O3 -0.423055 -1.721371 0.290398
H5 -1.181720 -1.752878 -0.318603
H6 -2.443469 0.021537 0.623494
H7 -2.040926 -0.862311 2.113403
H8 -1.164451 0.280124 -1.323014
H9 -0.841024 1.739921 -0.293333
H10 -0.122420 1.604209 -1.939193
H11 -1.593548 0.851919 1.950661

Cartesian forces (eV/Å) of the 2 atoms listed first:
C 0.05 -0.21 0.08
O -0.20 -0.05 -0.03

The HOMO-LUMO gap (alpha / beta) comes out at 6.2 / 8.6 eV. The calculation puts the HOMO energy (alpha / beta) at -7.11 / -8.94 eV. As for the LUMO energy (alpha / beta): -0.913 / -0.321 eV.